The following is a DFT calculation (the ωB97M-V functional and the def2-TZVPD basis) of one molecule with the formula C3H4N4.

Geometry as XYZ:
```
11
C3H4N4 the ωB97M-V functional and the def2-TZVPD basis
N -1.25 0.33 1.46
C -0.35 0.32 0.44
C 0.67 -0.66 0.41
N 1.20 -1.03 -0.74
C 0.78 -0.29 -1.78
N 0.23 0.91 -1.66
N -0.34 1.24 -0.50
H -1.37 -0.50 2.01
H -1.65 1.20 1.79
H 1.12 -0.88 1.37
H 0.97 -0.64 -2.79
```

Properties
- SMILES = Nc1cncnn1
- highest occupied orbital energy (eV) = -9.1
- E (Eh) = -335.694024
- gap between HOMO and LUMO (eV) = 9.51
- relative energy (zero: lowest compared OMol25 entry of this formula, charge and spin) (kJ/mol) = 208.2
- M (g/mol) = 96.1
- charge = 0

These are the natural (NBO) partial charges, in e, on atoms 1 to 5: -0.80 0.31 -0.02 -0.39 0.16

The following is a DFT calculation (the ωB97M-V functional and the def2-TZVPD basis) of an isolated ion of composition C3H10N2P and charge +1 at a distorted geometry.

Geometry as XYZ:
```
16
C3H10N2P the ωB97M-V functional and the def2-TZVPD basis
C 1.68 2.57 0.35
N 1.21 1.35 -0.23
C 1.13 0.23 0.43
P -0.72 -1.05 0.62
C -1.25 -2.84 0.54
N -1.34 -0.69 -0.86
H 1.74 2.32 1.41
H 2.59 2.81 -0.08
H 0.77 3.24 0.12
H 0.75 1.51 -1.15
H 1.67 0.39 1.40
H -0.48 -3.40 1.13
H -0.83 -3.23 -0.45
H -2.25 -2.88 0.97
H -1.39 0.32 -1.01
H -2.01 -1.11 -1.49
```

Properties
- SMILES = CNC=P(C)=[NH2+]
- highest occupied orbital energy (eV) = -12.7
- E (Eh) = -570.812083
- gap between HOMO and LUMO (eV) = 8.39
- relative energy (zero: lowest compared OMol25 entry of this formula, charge and spin) (kJ/mol) = 289.6
- M (g/mol) = 105.1
- charge = +1

These are the natural (NBO) partial charges, in e, on atoms 1 to 5: -0.41 -0.49 -0.03 1.16 -0.99

The following is a DFT calculation (the ωB97M-V functional and the def2-TZVPD basis) of a 2-piece molecular cluster, C4H10NO2S overall at a distorted geometry.

Geometry as XYZ:
```
18
C4H10NO2S the ωB97M-V functional and the def2-TZVPD basis
C -2.15 0.45 0.08
C -2.15 -0.10 -1.35
C -3.34 0.38 0.72
C 3.25 -1.15 0.33
N 3.17 0.15 1.01
O -1.10 1.23 0.47
O 1.13 0.97 -0.45
S 2.46 1.44 0.06
H -2.97 -0.86 -1.34
H -2.34 0.64 -2.07
H -1.17 -0.60 -1.57
H -0.12 1.21 -0.02
H -4.04 -0.41 0.34
H -3.55 0.79 1.68
H 3.75 -0.91 -0.65
H 3.94 -1.84 0.74
H 2.22 -1.51 0.07
H 3.01 0.13 1.97
```

Properties
- highest occupied orbital energy (eV) = -2.6
- E (Eh) = -761.804359
- gap between HOMO and LUMO (eV) = 6.52
- relative energy (zero: lowest compared OMol25 entry of this formula, charge and spin) (kJ/mol) = 307.3
- M (g/mol) = 136.2
- charge = -1

These are the natural (NBO) partial charges, in e, on atoms 1 to 5: 0.38 -0.67 -0.62 -0.44 -0.85

The following is a DFT calculation (the ωB97M-V functional and the def2-TZVPD basis) of one molecule with the formula C5H5FOS at a distorted geometry.

Geometry as XYZ:
```
13
C5H5FOS the ωB97M-V functional and the def2-TZVPD basis
O 0.75 -0.13 -1.98
C 1.22 -0.96 -0.93
S 2.30 -2.21 -1.41
C 0.92 -0.79 0.53
C -0.07 -0.15 1.31
C -1.38 0.47 0.86
C -1.54 1.44 -0.02
F -2.81 2.00 -0.21
H 1.18 -0.57 -2.75
H 1.85 -1.09 1.22
H 0.46 -0.21 2.36
H -2.29 0.33 1.42
H -0.59 1.89 -0.41
```

Properties
- SMILES = OC(=S)/C=C\C=C\F
- highest occupied orbital energy (eV) = -9.1
- E (Eh) = -766.695663
- gap between HOMO and LUMO (eV) = 8.03
- relative energy (zero: lowest compared OMol25 entry of this formula, charge and spin) (kJ/mol) = 298.7
- M (g/mol) = 132.2
- charge = 0

These are the natural (NBO) partial charges, in e, on atoms 1 to 5: -0.67 0.22 -0.13 -0.31 -0.14

The following is a DFT calculation (the ωB97M-V functional and the def2-TZVPD basis) of C32H49O2PdSb2Si as an isolated structure at a distorted geometry.

Geometry as XYZ:
```
87
C32H49O2PdSb2Si the ωB97M-V functional and the def2-TZVPD basis
Pd 1.14 -1.05 0.81
C 2.11 0.01 4.68
Sb 2.42 0.45 2.62
C 1.77 2.48 2.69
C -0.51 -1.43 2.00
C -0.34 -2.81 2.39
C 0.28 -3.10 3.63
C 0.38 -4.38 4.10
C -0.14 -5.43 3.33
C -0.74 -5.18 2.11
C -0.85 -3.89 1.61
C -1.43 -3.63 0.26
Sb 0.31 -3.09 -0.89
C -0.32 -3.32 -2.91
C 1.39 -4.89 -0.60
H 2.39 -1.01 4.91
H 1.08 0.21 4.96
H 2.75 0.68 5.26
H 1.02 2.60 3.47
H 1.38 2.78 1.73
H 2.63 3.11 2.94
H -1.35 -1.18 1.36
H -0.39 -0.73 2.83
H 0.63 -2.27 4.23
H 0.83 -4.59 5.06
H -0.09 -6.44 3.70
H -1.15 -6.00 1.54
H -2.14 -2.81 0.25
H -1.90 -4.51 -0.17
H -0.40 -4.39 -3.10
H 0.39 -2.88 -3.60
H -1.30 -2.85 -3.04
H 0.73 -5.73 -0.84
H 1.72 -4.97 0.44
H 2.25 -4.93 -1.26
C -1.74 4.69 -2.43
C -0.43 4.16 -2.10
C 0.28 4.68 -0.93
C 0.33 3.44 -3.12
Si -1.30 1.29 -0.58
O 0.05 0.59 -0.30
C -2.15 2.25 0.71
C -3.26 3.08 0.49
C -3.88 3.72 1.55
C -3.39 3.55 2.85
C -2.28 2.75 3.08
C -1.65 2.12 2.02
C -2.12 0.88 -2.15
C -1.35 0.22 -3.12
C -1.89 -0.12 -4.35
C -3.22 0.19 -4.63
C -4.01 0.83 -3.68
C -3.46 1.18 -2.45
H -1.48 5.53 -3.11
H -2.28 5.11 -1.59
H -2.35 4.01 -3.03
H 0.63 5.66 -1.29
H 1.16 4.10 -0.65
H -0.37 4.88 -0.08
H 0.86 4.27 -3.64
H -0.29 2.94 -3.86
H 1.10 2.79 -2.72
H -3.65 3.23 -0.50
H -4.74 4.35 1.38
H -3.88 4.04 3.67
H -1.91 2.63 4.09
H -0.78 1.50 2.20
H -0.32 -0.03 -2.90
H -1.29 -0.63 -5.09
H -3.64 -0.07 -5.59
H -5.04 1.05 -3.89
H -4.10 1.65 -1.72
C 3.14 1.57 -0.90
C 3.18 0.17 -1.47
O 3.12 -0.78 -0.40
C 3.82 -2.01 -0.68
C 4.00 -2.77 0.61
H 3.28 2.30 -1.71
H 3.96 1.71 -0.19
H 2.19 1.76 -0.41
H 4.10 0.01 -2.03
H 2.34 -0.01 -2.15
H 4.79 -1.76 -1.11
H 3.26 -2.59 -1.43
H 4.65 -2.23 1.30
H 4.46 -3.74 0.41
H 3.04 -2.96 1.10
```

Properties
- highest occupied orbital energy (spin up / spin down) (eV) = -15.4 / -15.4
- E (Eh) = -2296.072319
- gap between HOMO and LUMO (spin up / spin down) (eV) = 4.96 / 4.97
- M (g/mol) = 843.8
- charge = +3

These are the Löwdin partial charges, in e, on atoms 1 to 5: 0.42 -0.34 1.48 -0.33 -0.15

The following is a DFT calculation (the ωB97M-V functional and the def2-TZVPD basis) of one molecule with the formula H5NOSSi at a distorted geometry.

Geometry as XYZ:
```
9
H5NOSSi the ωB97M-V functional and the def2-TZVPD basis
N 0.82 -1.14 -0.45
Si -0.10 0.47 0.49
O 0.17 1.78 -0.42
S -2.13 -0.38 0.31
H 1.18 -0.61 -1.17
H 1.63 -1.29 0.19
H 0.27 0.49 1.85
H -0.37 2.28 -1.01
H -1.47 -1.60 0.22
```

Properties
- SMILES = N[Si@@H](O)S
- highest occupied orbital energy (eV) = -9.5
- E (Eh) = -820.724355
- gap between HOMO and LUMO (eV) = 9.86
- relative energy (zero: lowest compared OMol25 entry of this formula, charge and spin) (kJ/mol) = 113.5
- M (g/mol) = 95.2
- charge = 0

These are the natural (NBO) partial charges, in e, on atoms 1 to 5: -1.18 1.60 -1.12 -0.52 0.35

Which of these has the lowest E? C32H49O2PdSb2Si